Entry 1:
Here is C45H41GeN9O6STeV as an isolated structure from the Open Molecules 2025 dataset. Energies are from ωB97M-V with the def2-TZVPD basis set.

Multiplicity: 3
Total energy: -173363.670 eV
Total charge: -1
Highest occupied orbital energy (alpha / beta): -5.2 / -5.0 eV
Energy relative to the best compared isomer or geometry (same formula, charge and spin): 0.8485 eV

Element x y z (Å)
V: 15.571094 12.421048 12.960084
O: 16.321902 10.830911 13.844164
C: 17.573060 10.553828 14.089277
C: 17.993159 9.210732 14.076884
C: 19.306166 8.878865 14.336081
C: 20.183945 9.857349 14.801256
C: 19.804952 11.188509 14.884251
C: 18.479345 11.532903 14.575843
C: 18.045960 12.909085 14.794350
N: 16.975634 13.495504 14.247749
C: 17.027377 14.829760 14.587031
C: 18.154212 15.086931 15.302942
N: 18.765864 13.854927 15.453570
H: 17.242541 8.541044 13.729105
H: 19.562688 7.826739 14.210046
H: 21.170268 9.558461 15.022699
H: 20.582376 11.927624 15.046171
H: 16.136412 15.405030 14.300236
H: 18.534755 15.986496 15.702574
H: 19.713191 13.819753 15.747086
N: 14.796376 13.325138 9.490734
C: 14.844197 12.019606 9.664088
N: 15.234684 11.250681 8.611380
C: 15.338240 9.962282 8.890701
N: 15.842113 9.112815 7.988068
N: 15.011030 9.387378 10.114850
C: 14.584365 10.209078 11.037890
N: 14.542179 11.516334 10.855241
C: 14.237861 9.708493 12.409176
C: 13.924651 8.361298 12.638163
C: 13.530893 8.011672 13.947251
C: 13.304784 8.997732 14.863155
C: 13.637580 10.281049 14.559123
N: 14.166622 10.624816 13.364695
H: 14.931243 13.783912 8.617998
H: 14.528897 13.908637 10.300297
H: 16.383990 9.593600 7.287898
H: 16.230569 8.214498 8.261331
H: 13.966583 7.681485 11.751055
H: 13.331405 6.988345 14.207711
H: 12.930704 8.675960 15.841543
H: 13.529140 11.098763 15.226641
C: 13.447153 12.061885 19.056635
C: 14.623171 12.479424 18.420144
C: 14.599047 12.989870 17.127044
C: 13.386634 13.023378 16.411645
C: 12.201126 12.609648 17.061275
C: 12.231278 12.141184 18.384564
Ge: 13.558141 13.528358 14.426162
C: 13.625804 15.508092 14.661981
C: 13.740205 16.265352 15.819529
C: 13.688169 17.662696 15.808477
C: 13.425089 18.328460 14.613205
C: 13.277504 17.619318 13.440175
C: 13.442141 16.222471 13.464789
C: 11.637734 13.291884 13.901079
C: 11.165837 12.068480 13.366129
C: 9.820779 11.746890 13.268210
C: 8.828643 12.672771 13.600547
C: 9.211406 13.882536 14.126607
C: 10.613918 14.145724 14.311161
H: 13.431826 11.546188 20.032709
H: 15.576107 12.287445 18.905821
H: 15.527070 13.241111 16.688321
H: 11.262370 12.608458 16.556137
H: 11.329515 11.907602 18.935046
H: 13.858847 15.763599 16.818240
H: 13.805938 18.238725 16.695889
H: 13.296002 19.407042 14.610009
H: 13.182365 18.139305 12.517966
H: 13.338054 15.669194 12.500272
H: 11.814433 11.293944 13.044433
H: 9.503659 10.802939 12.886559
H: 7.745707 12.492090 13.415387
H: 8.501690 14.606938 14.461248
H: 10.810182 15.085799 14.853083
O: 15.062113 16.280554 11.045547
C: 15.705354 15.376951 11.562717
O: 15.200606 14.298319 11.943482
H: 16.799493 15.476104 11.724478
C: 9.766272 14.430362 10.470709
Te: 11.003643 13.358311 9.121976
C: 9.444412 12.653497 7.925845
H: 8.873175 14.695267 9.942992
H: 10.302658 15.295667 10.792446
H: 9.499480 13.787769 11.320571
H: 8.864604 11.841171 8.396932
H: 9.945051 12.278769 7.049221
H: 8.808063 13.421144 7.557538
O: 20.383310 15.650166 10.802028
S: 20.338121 14.407101 11.519687
O: 21.190929 14.306583 12.662660
N: 18.851571 13.965456 12.010293
C: 18.378881 12.883823 11.416259
O: 17.292158 12.298404 11.689629
C: 19.364345 12.306519 10.404419
C: 19.303138 11.219012 9.575216
C: 20.360680 10.904445 8.689211
C: 21.556401 11.616608 8.811815
C: 21.699291 12.632492 9.741669
C: 20.541951 12.993044 10.463435
H: 18.324172 10.659397 9.495570
H: 20.255053 10.081245 7.954593
H: 22.433540 11.391366 8.222185
H: 22.583599 13.223962 9.925950

Atoms 1-2, force components in eV/Å:
V -0.5 1.1 -0.2
O 1.1 0.2 -0.2

Entry 2:
Here is C24H64N5O9V as an isolated structure from the Open Molecules 2025 dataset. Energies are from ωB97M-V with the def2-TZVPD basis set.

Multiplicity: 1
Total energy: -77489.478 eV
Highest occupied orbital energy: -8.3 eV

Element x y z (Å)
O: 25.888622 -4.306641 1.996967
V: 26.028238 -5.741677 1.350353
O: 25.060544 -6.795420 2.070785
C: 27.570557 -7.804926 3.976823
C: 28.534131 -7.204057 2.968128
O: 28.019149 -6.235429 2.133190
H: 28.082166 -7.996844 4.921157
H: 26.975297 -8.663100 3.662138
H: 26.801098 -7.051612 4.180268
H: 29.145145 -7.971874 2.458501
H: 29.376818 -6.797132 3.557060
C: 29.422572 -3.127678 2.391404
C: 30.610046 -3.754316 1.673896
C: 31.697721 -4.284226 2.577559
O: 32.900445 -4.457862 1.914945
C: 33.852963 -5.210835 2.633204
N: 30.040660 -4.717029 0.693908
H: 28.559135 -2.989675 1.740623
H: 29.679169 -2.113821 2.711013
H: 29.056858 -3.718886 3.231627
H: 31.141348 -3.011881 1.063146
H: 31.337479 -5.181349 3.112882
H: 31.786672 -3.581281 3.427647
H: 34.028365 -4.754687 3.612658
H: 34.758929 -5.286937 2.039431
H: 33.447378 -6.218235 2.787562
H: 29.327083 -5.235274 1.223921
H: 30.745708 -5.361815 0.351724
C: 23.684929 -6.785202 -2.209236
C: 23.131220 -6.372769 -0.863525
C: 22.855867 -7.625370 0.005962
O: 21.895343 -8.414832 -0.640952
C: 21.642639 -9.620216 0.070355
N: 24.085848 -5.509314 -0.143895
H: 22.942985 -7.395566 -2.713500
H: 24.664358 -7.229562 -2.008445
H: 23.970266 -5.878569 -2.753373
H: 22.187756 -5.826862 -0.950844
H: 22.562349 -7.431330 1.044979
H: 23.827240 -8.133593 0.102374
H: 21.102829 -10.279341 -0.599592
H: 21.080877 -9.380035 0.979510
H: 22.576898 -10.054240 0.440311
H: 24.325497 -4.685424 -0.701136
H: 23.544230 -4.979651 0.550048
C: 20.769111 -5.842807 2.950309
C: 22.180746 -5.521385 3.428696
C: 22.581626 -4.082199 3.138260
O: 22.514857 -3.888607 1.729399
C: 22.945767 -2.561115 1.448178
N: 22.216112 -5.668044 4.892899
H: 20.072754 -5.113809 3.361914
H: 20.455921 -6.849214 3.236657
H: 20.750297 -5.862945 1.858451
H: 22.958854 -6.134905 2.959357
H: 23.576708 -3.873509 3.545158
H: 21.922217 -3.441316 3.739394
H: 23.887272 -2.302821 1.938801
H: 22.218373 -1.788188 1.709006
H: 23.118048 -2.542720 0.370526
H: 22.225672 -6.654312 5.144405
H: 23.157185 -5.405348 5.193200
C: 23.764895 -8.905390 4.595275
C: 24.588670 -10.195375 4.630473
C: 25.582374 -10.260532 5.787169
O: 26.167748 -11.540695 5.864824
C: 27.217416 -11.650248 6.784864
N: 23.608767 -11.291979 4.746798
H: 23.075369 -8.957047 3.758660
H: 24.461212 -8.063150 4.539512
H: 23.220466 -8.771562 5.534609
H: 25.093379 -10.296276 3.666220
H: 25.056476 -10.087984 6.739247
H: 26.339704 -9.474473 5.708378
H: 27.640491 -12.647840 6.660023
H: 26.836489 -11.592766 7.812613
H: 27.999069 -10.907750 6.594397
H: 24.148356 -12.155548 4.685303
H: 23.279377 -11.292089 5.710814
C: 26.662852 -9.016637 0.038577
O: 26.669051 -7.613836 -0.165917
C: 27.702328 -7.199071 -1.062654
C: 27.285782 -5.837964 -1.626468
N: 27.157264 -4.859789 -0.507223
C: 26.992414 -3.498947 -1.058531
C: 26.004752 -3.213574 -2.222259
O: 24.680024 -3.160835 -1.757474
C: 23.797765 -2.512258 -2.669687
H: 26.431029 -9.533876 -0.896530
H: 25.831196 -9.206428 0.715676
H: 27.589801 -9.412009 0.456436
H: 27.923342 -7.931718 -1.845805
H: 28.635764 -7.215628 -0.487448
H: 26.343778 -5.911341 -2.157731
H: 28.097103 -5.408109 -2.223409
H: 28.081847 -4.829014 -0.061319
H: 27.945995 -3.175127 -1.498855
H: 26.867983 -2.798815 -0.231538
H: 26.131078 -3.977060 -2.991063
H: 26.358809 -2.248277 -2.590333
H: 24.168866 -1.495681 -2.833628
H: 22.801459 -2.370903 -2.258069
H: 23.778151 -3.073082 -3.604358

Atoms 1-2, force components in eV/Å:
O -0.5 0.0 0.1
V 1.3 -1.5 0.3

Entry 3:
Here is C42H49F5N5NaOP2S2SeTe as an isolated structure from the Open Molecules 2025 dataset. Energies are from ωB97M-V with the def2-TZVPD basis set.

Multiplicity: 1
Total energy: -184745.004 eV
Total charge: -2
Highest occupied orbital energy: -1.0 eV
Energy relative to the best compared isomer or geometry (same formula, charge and spin): 0.4478 eV

Element x y z (Å)
Na: -0.106836 -0.689490 -0.758303
C: -1.383206 -3.361533 -1.801008
C: -0.283116 -3.707831 -0.761882
N: -0.362179 -2.882197 0.433474
C: -1.494850 -3.059608 1.322879
C: -2.166580 -1.727308 1.772373
N: -2.050255 -0.631102 0.830393
C: -3.121234 -0.531520 -0.142585
C: -3.151111 -1.717791 -1.117312
N: -1.859093 -1.992699 -1.713806
H: -2.221319 -4.064907 -1.694198
H: -0.947645 -3.510785 -2.789746
H: 0.692813 -3.507725 -1.205332
H: -0.347928 -4.787670 -0.542933
H: 0.524100 -2.916338 0.917494
H: -1.206346 -3.606666 2.230261
H: -2.236190 -3.681082 0.814087
H: -1.724756 -1.404330 2.716457
H: -3.225420 -1.955573 1.986369
H: -1.911015 0.264460 1.295765
H: -2.964882 0.391944 -0.706862
H: -4.115902 -0.465253 0.334732
H: -3.913391 -1.501734 -1.878556
H: -3.493094 -2.609042 -0.581614
H: -1.722135 -1.511836 -2.596902
C: 0.389577 4.914831 2.145207
C: 0.298908 3.555071 1.470279
S: -1.202434 2.692880 1.837269
C: 1.308965 3.211801 0.631312
C: 2.427982 4.197062 0.363820
S: 1.401522 1.703651 -0.298452
H: -0.346626 4.984008 2.944799
H: 0.183542 5.722693 1.430444
H: 1.384892 5.108512 2.560248
H: 2.040792 5.158889 0.005971
H: 3.100158 3.802152 -0.395712
H: 3.026040 4.411247 1.258831
C: 0.886578 -0.166353 2.482675
C: 2.340628 0.226584 2.243182
P: 2.917659 -0.193313 0.566583
C: 4.006198 -1.711939 0.973957
C: 4.717105 -1.914618 2.156535
C: 5.504426 -3.043310 2.357042
C: 5.614310 -3.998846 1.357957
C: 4.938397 -3.803427 0.160716
C: 4.146110 -2.679463 -0.027339
C: 4.345386 0.858718 0.166856
C: 5.022223 0.629856 -1.027968
C: 6.126016 1.399441 -1.360547
C: 6.584321 2.383863 -0.494896
C: 5.924150 2.598651 0.706708
C: 4.806446 1.844060 1.034768
P: 0.361515 -0.232036 4.242907
C: 1.169733 -1.756444 4.878428
C: 1.047335 -2.059683 6.237264
C: 1.575269 -3.226940 6.764128
C: 2.223834 -4.136015 5.935884
C: 2.338302 -3.861199 4.582156
C: 1.815674 -2.682723 4.061936
C: 1.442963 1.080579 4.935693
C: 2.607216 0.853988 5.665933
C: 3.370138 1.917764 6.131216
C: 2.982029 3.222836 5.863588
C: 1.830378 3.457084 5.123232
C: 1.059697 2.397344 4.667249
H: 0.613956 -1.110025 2.006172
H: 0.240252 0.598269 2.037844
H: 2.995822 -0.221939 2.990190
H: 2.414595 1.310353 2.341136
H: 4.683708 -1.182232 2.954667
H: 6.026526 -3.170690 3.298751
H: 6.220979 -4.884480 1.509616
H: 5.023299 -4.533054 -0.636684
H: 3.602772 -2.545844 -0.955142
H: 4.665855 -0.125711 -1.716658
H: 6.622797 1.231014 -2.308165
H: 7.446570 2.985062 -0.758825
H: 6.265163 3.368425 1.389267
H: 4.294488 2.047002 1.966450
H: 0.533435 -1.362301 6.890900
H: 1.475653 -3.431232 7.823917
H: 2.633817 -5.051213 6.345755
H: 2.851792 -4.547711 3.920284
H: 1.943472 -2.486571 3.005981
H: 2.934334 -0.159830 5.865172
H: 4.279264 1.722731 6.688057
H: 3.579588 4.053834 6.219682
H: 1.525598 4.468959 4.885391
H: 0.183399 2.588871 4.049022
F: 2.283263 1.487713 -4.169099
Te: 1.570416 -0.192570 -3.407882
F: -0.481366 -0.634657 -3.827210
F: 3.424446 -0.715193 -3.404470
F: 1.417690 -2.132455 -3.019053
F: 1.573610 -0.671052 -5.222090
O: 2.089500 -0.895825 -0.482372
Se: -1.116495 1.809970 -5.007563
N: -1.129230 1.919227 -3.219801
C: -1.401780 3.170100 -2.917476
C: -1.458322 3.659607 -1.572627
C: -1.756982 4.964224 -1.374236
C: -2.012449 5.854096 -2.473463
C: -1.963165 5.438270 -3.762108
C: -1.645474 4.065495 -4.028712
N: -1.550678 3.531640 -5.228377
H: -1.237305 3.003756 -0.736465
H: -1.785296 5.339336 -0.358009
H: -2.238947 6.891638 -2.253716
H: -2.139067 6.103088 -4.597819

Atoms 1-2, force components in eV/Å:
Na -0.1 0.3 0.3
C -0.1 0.0 0.2

Entry 4:
Here is C2H3F3GdO3S as an isolated structure from the Open Molecules 2025 dataset. Energies are from ωB97M-V with the def2-TZVPD basis set.

Multiplicity: 8
Total energy: -48076.929 eV
Total charge: +1
Highest occupied orbital energy (alpha / beta): -14.0 / -14.3 eV

Element x y z (Å)
O: 1.007874 1.454735 0.870263
Gd: 2.706173 1.628246 -0.398461
S: 0.076448 -0.315162 -0.523016
O: -0.567671 -1.363036 -1.387223
O: 1.183427 0.249057 -1.434014
C: -1.450110 0.815553 -0.374318
F: -2.504639 0.299723 -0.984806
F: -1.763972 0.975942 0.903578
F: -1.177642 1.977980 -0.950071
C: 0.539395 -1.279220 0.907502
H: 0.656429 -2.311503 0.559390
H: 1.573505 -0.952288 1.179716
H: -0.279223 -1.180029 1.631456

Atoms 1-2, force components in eV/Å:
O 2.9 0.5 -1.5
Gd -3.9 -0.6 1.6